# C22H37BN2O8S2

2 unconnected molecules or ions with the total composition C22H37BN2O8S2 (ωB97M-V/def2-TZVPD, the OMol25 dataset).

XYZ file:
```
72
Properties=species:S:1:pos:R:3:forces:R:3
C 1.653 1.075 3.154 0.0 0.3 0.7
O 0.781 0.678 2.126 0.1 -0.1 0.0
C 1.484 0.361 0.948 0.2 0.4 -0.4
C 0.570 -0.235 -0.136 -0.3 -0.3 0.5
C -0.370 -1.299 0.482 0.5 -1.2 0.3
B 0.609 -2.492 0.931 -0.4 -0.2 -0.1
O 0.940 -2.735 2.235 0.8 0.5 -0.2
O 1.112 -3.332 -0.041 0.1 0.7 0.1
C 2.535 -3.388 -0.086 0.4 -0.9 -0.4
C -1.434 -1.925 -0.494 -0.2 1.7 0.7
C -2.879 -1.592 -0.074 -0.6 0.0 0.1
C -3.461 -2.532 1.005 -0.2 0.7 0.0
C -2.886 -2.347 2.393 0.1 -1.0 -0.8
C -2.085 -3.353 2.903 -0.1 -0.2 -0.4
C -1.503 -3.223 4.140 0.5 -0.8 0.1
C -1.724 -2.097 4.893 0.4 0.0 0.8
C -2.548 -1.104 4.412 0.1 0.3 0.5
C -3.114 -1.236 3.171 -0.8 1.0 -0.3
S -1.185 -1.189 -2.126 -0.8 -2.0 -1.8
O -2.326 -1.427 -2.952 -0.9 0.6 0.5
O 0.010 -1.665 -2.758 1.0 0.8 1.0
O -1.186 0.391 -1.838 0.2 -1.0 0.9
C -0.111 0.864 -0.995 1.6 0.3 -0.2
S 1.200 1.524 -2.124 -0.1 0.6 0.0
C -0.625 2.108 -0.258 -1.0 0.3 -0.5
C -1.911 1.917 0.555 -0.8 -0.2 0.6
O -1.976 1.273 1.589 0.5 0.6 -0.7
N -3.067 2.608 0.079 0.4 -1.3 0.2
C -4.203 2.378 0.984 -0.3 0.5 -0.4
C -3.498 2.139 -1.258 -0.5 1.1 -0.2
H 2.202 0.223 3.586 0.1 0.1 -0.3
H 2.348 1.867 2.837 0.1 -0.3 -0.1
H 1.069 1.500 3.976 -0.2 -0.1 -0.2
H 2.319 -0.320 1.184 -0.2 -0.1 -0.1
H 1.954 1.262 0.519 0.0 -0.1 0.2
H 1.261 -0.766 -0.798 -0.2 0.1 -0.1
H -0.844 -0.952 1.403 -0.2 0.4 -0.4
H 0.897 -1.930 2.766 -0.5 -0.2 0.2
H 3.010 -2.406 0.029 -0.2 -0.1 0.2
H 2.834 -3.764 -1.069 -0.2 0.1 0.0
H 2.933 -4.104 0.641 -0.1 0.3 0.1
H -1.348 -3.013 -0.537 0.3 0.1 -0.7
H -2.963 -0.561 0.282 0.2 -0.1 0.0
H -3.556 -1.656 -0.933 0.3 -0.1 0.0
H -3.356 -3.570 0.675 0.0 0.1 0.1
H -4.535 -2.312 1.061 0.1 -0.1 -0.1
H -1.914 -4.238 2.296 0.1 0.0 0.1
H -0.857 -4.029 4.476 0.0 0.2 0.2
H -1.253 -1.991 5.866 -0.1 0.0 -0.1
H -2.735 -0.229 5.025 0.0 0.0 -0.2
H -3.754 -0.434 2.812 0.1 -0.1 -0.1
H 1.759 0.407 -2.637 -0.4 -0.1 0.4
H 0.119 2.572 0.390 0.1 -0.4 0.0
H -0.865 2.852 -1.028 0.1 -0.1 0.1
H -4.470 1.313 0.995 0.1 0.1 0.3
H -5.057 2.920 0.566 0.1 0.0 0.1
H -4.017 2.759 1.986 0.1 -0.2 -0.1
H -2.729 2.227 -2.021 0.1 -0.3 0.2
H -4.313 2.801 -1.576 0.1 -0.1 0.0
H -3.934 1.135 -1.191 0.4 0.0 -0.2
C 4.565 2.931 -5.638 0.2 0.1 0.2
N 4.983 2.610 -4.288 -0.1 0.0 -0.1
C 6.280 3.067 -3.820 -0.1 -0.1 0.2
C 4.207 1.899 -3.448 0.0 -0.1 0.0
O 4.503 1.598 -2.308 0.1 0.0 0.0
H 5.275 2.509 -6.353 -0.1 0.0 -0.1
H 4.533 4.015 -5.764 0.0 0.0 -0.1
H 3.577 2.522 -5.838 0.0 0.0 0.1
H 6.889 2.209 -3.530 0.1 0.1 0.0
H 6.151 3.706 -2.945 0.1 0.0 0.0
H 6.785 3.623 -4.606 -0.1 0.0 0.0
H 3.246 1.600 -3.902 0.0 0.0 -0.1
```
Positions in Å, forces in eV/Å.

* spin multiplicity: 1
* structure (SMILES): COC[C@H]1[C@H](B(O)OC)[C@@H](CCc2ccccc2)S(=O)(=O)O[C@@]1(S)CC(=O)N(C)C.CN(C)C=O


# C22H37BrIN3O8P2

3 unconnected molecules or ions with the total composition C22H37BrIN3O8P2 (ωB97M-V/def2-TZVPD, the OMol25 dataset).

XYZ file:
```
74
Properties=species:S:1:pos:R:3:forces:R:3
C 0.924 -2.850 -0.514 0.2 -0.2 -0.2
C 0.414 -3.304 -1.895 0.9 -0.5 0.4
C 0.927 -2.402 -3.038 -0.4 -0.4 0.4
Br 1.193 -3.640 -4.579 0.1 0.3 0.3
C 0.026 -1.156 -3.406 -0.3 -0.1 -1.8
C -0.088 -1.173 -4.934 -0.4 0.7 -0.4
N -0.244 -1.086 -6.080 0.0 -0.1 1.5
C -1.466 -1.257 -2.946 0.4 -0.4 0.3
C -1.783 -0.895 -1.469 -1.1 0.7 -0.4
C -2.725 0.353 -1.462 -0.2 -1.0 0.6
I -2.997 -2.463 -0.529 0.4 0.2 -0.1
C 0.737 0.259 -3.140 1.6 -0.5 -0.7
N 1.880 0.288 -4.086 -0.6 0.0 -0.2
C -0.186 1.348 -3.625 0.0 0.0 1.0
N -0.878 2.250 -3.820 0.5 -0.7 -0.2
C 1.315 0.543 -1.721 -1.3 1.0 1.1
C 0.621 1.480 -0.926 0.2 -0.1 0.2
C 1.080 1.845 0.331 0.1 0.4 0.8
C 2.244 1.319 0.889 0.0 -0.4 -0.7
C 2.955 0.394 0.129 -0.3 0.1 -0.2
C 2.496 0.026 -1.152 0.3 -0.2 -0.3
H 0.687 -1.803 -0.290 -0.1 -0.4 0.2
H 0.550 -3.550 0.246 0.0 0.5 -0.1
H 2.026 -2.939 -0.504 -0.4 0.1 0.0
H -0.661 -3.529 -1.899 0.3 0.5 -0.2
H 0.894 -4.285 -2.052 -0.3 0.4 0.0
H 1.943 -2.077 -2.790 -0.3 -0.1 -0.1
H -1.792 -2.286 -3.168 0.2 0.4 0.0
H -2.068 -0.618 -3.613 0.3 -0.1 0.3
H -0.922 -0.781 -0.809 -0.2 -0.1 -0.3
H -3.178 0.491 -0.465 0.4 0.2 -0.3
H -3.570 0.083 -2.118 0.4 0.5 0.1
H -2.220 1.268 -1.791 -0.2 -0.3 -0.1
H 2.176 1.239 -4.263 0.3 -0.1 0.1
H 2.636 -0.297 -3.759 0.1 0.3 0.0
H -0.286 1.985 -1.257 0.3 -0.3 -0.2
H 0.536 2.587 0.923 0.0 -0.2 -0.4
H 2.630 1.616 1.863 -0.3 0.0 -0.2
H 3.868 -0.013 0.572 -0.3 -0.1 -0.5
H 3.122 -0.676 -1.709 -0.2 0.2 0.1
C -3.792 4.714 2.429 0.0 0.2 0.3
O -5.003 4.415 1.724 1.8 -2.4 -1.2
P -4.919 4.478 0.049 -4.9 5.9 -1.4
O -4.662 5.954 -0.100 1.2 -1.0 0.4
O -6.477 4.095 -0.092 0.5 -0.5 -0.3
C -7.447 4.878 0.593 -0.2 0.0 0.4
O -4.675 4.016 -1.534 1.2 -2.1 2.2
C -3.313 4.051 -1.990 0.2 0.1 -0.2
H -3.898 4.357 3.452 -0.1 -0.1 -0.1
H -2.938 4.216 1.970 0.1 0.1 0.1
H -3.627 5.791 2.443 0.0 0.0 -0.1
H -7.109 5.904 0.740 0.1 0.0 0.0
H -7.672 4.422 1.557 0.0 0.1 0.0
H -8.356 4.890 -0.007 0.1 -0.1 -0.1
H -2.659 3.536 -1.285 0.1 0.0 -0.1
H -2.984 5.083 -2.114 -0.1 0.0 0.1
H -3.261 3.544 -2.950 -0.1 -0.1 0.1
C 5.103 -2.604 6.227 0.0 0.3 0.2
O 3.927 -3.099 5.576 1.7 -3.2 0.1
P 4.095 -3.532 3.954 -4.9 7.3 -3.0
O 4.328 -2.094 3.513 1.4 -0.5 0.5
O 2.535 -3.913 3.845 0.6 -1.0 -0.2
C 1.560 -2.997 4.336 -0.3 0.1 0.4
O 4.371 -4.133 2.408 1.1 -2.7 2.2
C 5.737 -4.128 1.974 0.2 0.1 -0.2
H 4.939 -2.647 7.303 -0.1 -0.1 0.0
H 5.973 -3.211 5.981 0.1 0.1 0.1
H 5.279 -1.569 5.936 0.0 -0.1 -0.1
H 1.914 -1.967 4.290 0.1 -0.1 0.0
H 1.302 -3.253 5.363 0.0 0.1 0.0
H 0.668 -3.092 3.718 0.1 -0.2 -0.1
H 6.387 -4.576 2.725 0.1 0.0 -0.1
H 6.060 -3.107 1.766 -0.1 0.0 0.1
H 5.801 -4.715 1.060 -0.1 -0.1 0.1
```
Positions in Å, forces in eV/Å.

* spin multiplicity: 1
* structure (SMILES): CC[C@@H](Br)[C@@](C#N)(C[C@@H](C)I)[C@@](N)(C#N)c1ccccc1.COP(=O)(OC)OC.COP(=O)(OC)OC


Across the entries above, LUMO takes the values 0.56; -2.32 eV, respectively.
Across the entries above, HOMO takes the values -9.04; -9.66 eV, respectively.